2 unconnected molecules or ions with the total composition C4H4FN3O2 at a distorted geometry. Source: the Open Molecules 2025 dataset; level of theory: wB97M-V/def2-TZVPD.

The calculation puts the HOMO energy at -10.0 eV. The frontier orbital gap comes out at 10.2 eV. As for the LUMO energy: 0.216 eV. The calculation puts the molar mass at 145.09 g mol⁻¹. The largest force on an atom is 3.99 eV/Å. As for the SMILES: C/C(F)=N\N=C=O.N=C=O.

```
14
Properties=species:S:1:pos:R:3:forces:R:3
C -0.698 2.185 -0.512 1.4040 2.8643 -0.5030
C 0.004 -0.726 -3.404 1.6949 -1.3119 -2.3266
C -1.447 0.108 -0.368 -1.1283 -3.6307 -1.2210
C -0.870 -0.623 0.763 1.6076 1.3244 2.5685
N -0.494 -0.772 -2.330 -0.4186 0.2903 3.3080
N -1.349 -0.018 -1.619 -1.1630 0.7133 -0.7847
N -0.782 2.689 -1.579 -0.1852 0.7639 -1.1310
O -0.412 2.030 0.608 -0.0282 -0.5172 1.0634
O 0.625 -1.014 -4.360 -0.5353 0.8239 0.2590
F -2.623 0.683 -0.041 0.0388 0.5016 0.2139
H -1.238 -0.119 1.690 0.1985 -0.3553 -0.7543
H 0.246 -0.553 0.893 -1.0767 -0.1821 -0.7186
H -1.189 -1.636 0.864 -0.2537 -0.8278 -0.5126
H -1.011 2.646 -2.554 -0.1548 -0.4567 0.5390
```
Positions in Å, forces in eV/Å.

2 unconnected molecules or ions with the total composition C4H4FNO at a distorted geometry. Source: the Open Molecules 2025 dataset; level of theory: wB97M-V/def2-TZVPD.

The calculation puts the HOMO energy at -10.7 eV. The frontier orbital gap comes out at 9.2 eV. As for the LUMO energy: -1.562 eV. The calculation puts the molar mass at 101.08 g mol⁻¹. The largest force on an atom is 5.34 eV/Å.

```
11
Properties=species:S:1:pos:R:3:forces:R:3
C 0.023 1.179 -0.849 0.6009 -0.4653 0.1166
C -0.070 0.018 -0.030 0.6466 -0.4600 -0.0173
C 1.212 -0.393 -0.158 1.5092 -2.9685 2.9853
C -1.223 -0.550 0.702 -0.0537 0.0035 0.2460
N 1.229 1.352 -1.332 -0.8321 1.4947 -0.8174
O 2.005 0.341 -0.875 0.8483 -1.2584 0.7007
F 2.119 -1.771 0.938 -2.4459 3.6143 -3.0780
H -0.751 1.887 -1.069 -0.1369 0.1782 -0.1610
H -1.424 0.039 1.598 -0.0355 -0.0607 0.0124
H -2.113 -0.528 0.077 -0.0509 -0.0673 -0.0107
H -1.008 -1.573 0.999 -0.0500 -0.0105 0.0235
```
Positions in Å, forces in eV/Å.

C4H4FNO in the gas phase at a distorted geometry. Source: the Open Molecules 2025 dataset; level of theory: wB97M-V/def2-TZVPD.

The calculation puts the HOMO energy at -8.0 eV. The frontier orbital gap comes out at 9.0 eV. As for the LUMO energy: 0.964 eV. The calculation puts the molar mass at 101.08 g mol⁻¹. The largest force on an atom is 1.56 eV/Å. As for the SMILES: Nc1coc(F)c1.

```
11
Properties=species:S:1:pos:R:3:forces:R:3
C 0.308 0.398 0.077 -1.0634 -0.2018 1.1296
C -0.137 -0.195 1.231 -0.0053 0.1481 -1.1988
C -0.713 -1.509 -0.396 -0.6290 -0.7800 -0.3149
C -0.096 -0.478 -1.012 0.5434 0.5222 -0.4465
H 0.837 2.116 -0.900 0.0445 0.0544 0.1832
H 1.050 2.226 0.791 -0.2092 -0.1492 0.0764
H -0.158 0.127 2.249 -0.0462 -0.0907 0.2509
H 0.083 -0.305 -2.078 -0.1371 -0.3314 0.6232
N 0.894 1.648 -0.013 0.4277 -0.3494 -0.9048
O -0.813 -1.374 0.910 0.5516 -0.0425 0.3889
F -1.254 -2.654 -0.859 0.5230 1.2204 0.2126
```
Positions in Å, forces in eV/Å.

A molecular structure, C4H4FNS at a distorted geometry. Source: the Open Molecules 2025 dataset; level of theory: wB97M-V/def2-TZVPD.

The calculation puts the HOMO energy at -8.2 eV. The frontier orbital gap comes out at 8.6 eV. As for the LUMO energy: 0.426 eV. The calculation puts the molar mass at 117.15 g mol⁻¹. The largest force on an atom is 3.71 eV/Å.

```
11
Properties=species:S:1:pos:R:3:forces:R:3
C -1.576 0.347 -0.055 -0.1107 0.3736 0.0627
C -0.265 0.102 -0.036 -0.8200 -1.3830 -0.1690
C 0.500 -1.220 0.024 -0.1202 0.0602 -0.1617
C 0.661 1.176 -0.053 2.2328 2.8528 0.8184
H -2.053 1.329 -0.016 0.5197 -0.1585 -0.1210
H 0.425 -1.699 0.989 -0.3720 0.0073 0.4206
H 0.225 -2.000 -0.706 0.1526 0.6788 -0.0308
H 0.410 2.244 0.078 -0.4391 -0.6569 -0.3704
N 1.944 0.981 -0.045 -1.7452 -0.3768 -0.1947
F -2.519 -0.596 -0.089 0.1533 -0.5208 0.0656
S 2.247 -0.665 -0.090 0.5489 -0.8767 -0.3197
```
Positions in Å, forces in eV/Å.

C4H4FP in the gas phase at a distorted geometry. Source: the Open Molecules 2025 dataset; level of theory: wB97M-V/def2-TZVPD.

The calculation puts the HOMO energy (alpha / beta) at -8.0 / -8.4 eV. The frontier orbital gap (alpha / beta) comes out at 8.1 / 8.0 eV. As for the LUMO energy (alpha / beta): 0.022 / -0.392 eV. The calculation puts the molar mass at 102.05 g mol⁻¹. The largest force on an atom is 3.07 eV/Å.

```
10
Properties=species:S:1:pos:R:3:forces:R:3
C 0.609 -0.882 0.069 2.6179 1.5970 -0.1968
C 1.103 0.568 0.086 2.4157 -0.1612 1.4402
C -0.609 -1.131 -0.343 -2.0315 -0.2259 -0.6685
C 0.476 1.701 0.093 -2.2675 0.7283 -1.1385
F -2.701 -0.179 0.730 -0.1151 0.1716 -0.4013
P -1.960 0.083 -0.697 1.4626 0.2946 1.0316
H 1.478 -1.574 0.277 -1.5716 0.3161 -0.2398
H 2.237 0.706 0.323 -1.5571 -0.6173 -0.5903
H -1.059 -2.109 -0.501 0.6100 -0.3594 0.3621
H 0.426 2.817 -0.038 0.4367 -1.7438 0.4013
```
Positions in Å, forces in eV/Å.

A molecular structure, C4H4HgLiO2 at a distorted geometry. Source: the Open Molecules 2025 dataset; level of theory: wB97M-V/def2-TZVPD.

The calculation puts the HOMO energy (alpha / beta) at -6.5 / -6.9 eV. The frontier orbital gap (alpha / beta) comes out at 4.5 / 5.0 eV. As for the LUMO energy (alpha / beta): -1.940 / -1.940 eV. The spin multiplicity is 2. The calculation puts the molar mass at 291.61 g mol⁻¹. The largest force on an atom is 3.26 eV/Å.

```
12
Properties=species:S:1:pos:R:3:forces:R:3
H 3.694 -0.163 0.888 0.2161 0.3525 -0.8750
C -1.335 0.479 0.985 0.0192 -1.6983 -0.2427
C -1.132 -0.870 1.594 0.1248 -0.0303 0.0105
C -0.130 -1.301 0.597 -0.1288 -0.1998 0.4550
C 0.907 -1.243 -0.091 -0.2203 2.3511 -2.2478
O 1.689 -0.938 -1.008 -0.9481 -1.6373 1.6146
O -0.686 1.471 1.336 -0.1623 1.8175 0.4055
H -2.088 0.559 0.178 0.3932 -0.0934 0.0129
H -2.056 -1.465 1.562 0.2450 0.1000 0.1398
H -0.740 -0.780 2.617 -0.1745 -0.0957 -0.1535
Li -1.035 3.233 1.635 0.4005 -0.7901 -0.1808
Hg 3.822 0.359 -1.137 0.2352 -0.0762 1.0614
```
Positions in Å, forces in eV/Å.

A molecular structure, C4H4HgO at a distorted geometry. Source: the Open Molecules 2025 dataset; level of theory: wB97M-V/def2-TZVPD.

The calculation puts the HOMO energy (alpha / beta) at -13.4 / -13.3 eV. As for the total charge: +1. The frontier orbital gap (alpha / beta) comes out at 6.6 / 6.2 eV. As for the LUMO energy (alpha / beta): -6.795 / -7.132 eV. The spin multiplicity is 2. The calculation puts the molar mass at 268.66 g mol⁻¹. The largest force on an atom is 4.82 eV/Å.

```
10
Properties=species:S:1:pos:R:3:forces:R:3
C 1.174 1.326 0.706 -0.2326 0.2308 0.8096
C 0.712 2.631 -0.071 -0.0278 -0.6601 1.9882
C -0.003 1.238 0.082 3.9525 -0.4711 -2.7111
C -0.817 0.342 -0.795 -0.5116 2.0518 2.4347
O -0.702 -0.946 -0.612 -0.0277 -0.7594 0.0293
Hg -0.435 -3.007 0.324 -0.0858 0.7659 -0.1930
H 1.778 2.916 -0.001 -0.6053 0.2132 -0.3078
H 0.062 3.516 -0.095 -0.2592 -0.5414 -0.8609
H -0.697 0.709 -1.837 -0.9672 0.0949 0.6531
H -1.629 0.929 -0.028 -1.2352 -0.9247 -1.8420
```
Positions in Å, forces in eV/Å.

A molecular structure, C4H4LiMgO5 at a distorted geometry. Source: the Open Molecules 2025 dataset; level of theory: wB97M-V/def2-TZVPD.

The calculation puts the HOMO energy (alpha / beta) at -16.1 / -16.1 eV. As for the total charge: +2. The frontier orbital gap (alpha / beta) comes out at 8.0 / 7.1 eV. As for the LUMO energy (alpha / beta): -8.160 / -8.999 eV. The spin multiplicity is 2. The calculation puts the molar mass at 163.32 g mol⁻¹. The largest force on an atom is 3.62 eV/Å.

```
15
Properties=species:S:1:pos:R:3:forces:R:3
O 3.527 1.549 -1.932 -0.1158 0.0319 0.8905
C 3.962 1.263 -0.819 0.1651 0.3468 -1.7812
O 3.293 0.696 0.082 -1.1015 -0.2738 1.3530
Li 3.379 0.409 1.923 0.4280 -0.0294 -0.0061
Mg 1.595 1.017 -1.272 0.0971 -0.4826 -1.1459
C -0.205 -0.189 -1.242 0.0692 -0.5436 -1.4577
C -1.315 0.443 -0.893 1.3606 2.1889 0.1794
H -0.009 -1.264 -1.318 0.4659 0.0866 1.3025
H -1.697 1.323 -1.416 0.1804 0.1780 0.6704
O -2.841 -0.500 2.137 0.7504 0.5930 0.5594
C -2.048 -0.562 1.138 -1.4910 -0.8156 -0.9895
O -1.504 -1.671 0.811 0.5517 -0.7560 -3.0150
O -2.002 0.464 0.384 -1.1635 -0.4060 -0.2533
H -2.812 -1.298 2.691 -0.1332 -0.2144 0.0715
H -1.322 -1.681 -0.273 -0.0636 0.0960 3.6220
```
Positions in Å, forces in eV/Å.

A molecular structure, C4H4LiNaO at a distorted geometry. Source: the Open Molecules 2025 dataset; level of theory: wB97M-V/def2-TZVPD.

The calculation puts the HOMO energy (alpha / beta) at -4.8 / -4.8 eV. The frontier orbital gap (alpha / beta) comes out at 2.6 / 2.6 eV. As for the LUMO energy (alpha / beta): -2.166 / -2.152 eV. The calculation puts the molar mass at 98.01 g mol⁻¹. The largest force on an atom is 1.50 eV/Å.

```
11
Properties=species:S:1:pos:R:3:forces:R:3
C -1.548 -2.070 1.243 0.6953 1.2196 -0.5170
C -2.095 -3.158 1.555 -0.1830 -0.3763 0.0948
O 0.570 1.240 -0.554 1.0943 0.5693 -0.8290
C -0.393 0.192 0.254 -0.6683 -0.6229 0.5042
C 0.769 -0.225 -0.523 -1.0922 0.0574 0.5804
H -1.378 0.292 -0.209 0.3991 -0.4539 0.3747
H -0.275 0.443 1.312 -0.2004 -0.4080 -0.4412
H 0.584 -0.728 -1.477 0.2242 0.1048 0.3240
H 1.644 -0.562 0.038 -0.1666 0.1272 -0.3247
Li -0.053 1.961 -2.197 0.1647 -0.0657 0.4343
Na 2.175 2.615 0.559 -0.2670 -0.1516 -0.2007
```
Positions in Å, forces in eV/Å.

A molecular structure, C4H4LiO5 at a distorted geometry. Source: the Open Molecules 2025 dataset; level of theory: wB97M-V/def2-TZVPD.

The calculation puts the HOMO energy at -3.9 eV. As for the total charge: -1. The frontier orbital gap comes out at 6.9 eV. As for the LUMO energy: 2.992 eV. The calculation puts the molar mass at 139.01 g mol⁻¹. The largest force on an atom is 2.81 eV/Å.

```
14
Properties=species:S:1:pos:R:3:forces:R:3
O 1.555 1.953 -0.185 -0.7339 0.2370 -1.1970
C 2.014 0.784 -0.169 0.9737 0.1366 2.6368
O 3.055 0.400 0.360 0.1339 -0.1575 -0.5636
O 1.150 -0.197 -0.638 -0.9135 -0.4424 -1.3816
O -1.493 0.179 -0.512 0.5831 -0.3739 -0.8975
C -2.133 0.933 0.536 -0.3608 0.7982 0.7134
O -1.999 2.129 0.253 0.0660 -0.4226 -0.1499
C -1.004 -1.103 -0.191 -0.0805 -0.0735 0.0935
C 0.440 -1.004 0.290 0.1899 0.2454 0.0637
Li -0.261 1.737 -0.859 0.0456 -0.1356 0.6436
H -1.065 -1.720 -1.098 0.0396 0.1128 0.1543
H -1.623 -1.561 0.598 0.0798 0.1203 -0.1351
H 0.893 -2.005 0.336 -0.0227 0.1542 0.1566
H 0.470 -0.524 1.279 -0.0002 -0.1990 -0.1372
```
Positions in Å, forces in eV/Å.